1.
C6H8 as an isolated structure, computed with ωB97M-V/def2-TZVPD.

Results
Charge ... 0
E_LUMO ... 0.9 eV
Kohn-Sham gap ... 0.3289 Eh

```
14
C6H8 ωB97M-V/def2-TZVPD
C 1.795 -0.583 0.032
C -1.292 -0.095 -0.809
C 2.314 -1.689 -0.202
C 0.861 0.304 0.604
C -0.295 0.849 -0.204
C -1.695 0.780 0.344
H -2.370 1.610 0.151
H -0.081 1.740 -0.806
H -1.683 0.135 -1.795
H -1.825 0.309 1.314
H -1.148 -1.155 -0.621
H 1.083 -1.063 0.973
H 3.181 -2.098 -0.659
H 1.159 0.878 1.482
```

These are the Löwdin partial charges, in e, on atoms 1 to 2:
1. C -0.253
2. C -0.126

=====

2.
C6H8 as an isolated structure, computed with ωB97M-V/def2-TZVPD.

Results
Charge ... 0
E_LUMO ... 1.0 eV
Kohn-Sham gap ... 0.3106 Eh

```
14
C6H8 ωB97M-V/def2-TZVPD
C 0.755 0.001 1.041
C 0.684 0.397 -1.138
C -0.064 -0.764 -0.513
C -1.173 0.142 -0.036
C 0.106 1.052 0.116
C -1.149 -0.698 1.176
H 0.669 0.089 2.117
H -2.039 0.348 -0.664
H 1.796 -0.235 0.781
H 1.777 0.339 -1.213
H 0.119 2.121 0.338
H 0.232 0.705 -2.088
H -1.554 -1.705 0.941
H -0.157 -1.791 -0.858
```

These are the Löwdin partial charges, in e, on atoms 1 to 2:
1. C -0.059
2. C -0.137

=====

Most stable of them? 1.